Entry 1:
The following is a quantum chemistry calculation of C21H14AgCl5N3O as an isolated structure, from the Open Molecules 2025 dataset.

## Properties
Total charge: -1
HOMO (Eh): -0.145
Max |F| (eV Å⁻¹): 0.19
2S+1: 1
Energy above the lowest of the compared OMol25 structures with the same formula, charge and spin (kJ/mol): 4.57

Last column: Löwdin charge in e.
Positions of all 45 atoms, in Å:
Ag (0.598, 1.074, -0.256)  0.690
C (-0.025, 0.282, 5.118)  -0.062
C (0.040, 0.782, 3.807)  -0.133
N (-0.430, 0.146, 2.762)  0.130
C (-1.003, -1.057, 2.950)  -0.163
C (-1.143, -1.637, 4.223)  -0.157
C (-0.627, -0.930, 5.322)  -0.032
C (-1.800, -2.905, 4.371)  -0.040
C (-2.292, -3.555, 3.297)  -0.038
C (-2.153, -3.008, 1.977)  -0.158
C (-2.646, -3.665, 0.835)  -0.031
C (-2.469, -3.093, -0.395)  -0.048
C (-1.778, -1.870, -0.479)  -0.115
N (-1.300, -1.244, 0.571)  0.110
C (-1.497, -1.781, 1.786)  -0.176
H (0.389, 0.853, 5.939)  0.096
H (0.503, 1.745, 3.611)  0.106
H (-0.711, -1.355, 6.316)  0.109
H (-1.897, -3.324, 5.366)  0.107
H (-2.795, -4.509, 3.410)  0.107
H (-3.160, -4.613, 0.947)  0.109
H (-2.839, -3.563, -1.296)  0.101
H (-1.620, -1.391, -1.441)  0.099
N (0.242, 1.210, -3.599)  0.133
C (-1.039, 1.295, -3.110)  -0.602
O (-1.874, 0.446, -3.387)  -0.004
C (-1.320, 2.473, -2.214)  -0.284
C (-1.270, 2.037, -0.735)  -0.331
H (0.497, 0.294, -3.935)  0.094
H (0.958, 1.680, -3.061)  0.039
H (-2.289, 2.883, -2.532)  0.095
H (-0.563, 3.242, -2.394)  0.085
H (-2.096, 1.344, -0.545)  -0.007
H (-1.461, 2.923, -0.119)  -0.016
Cl (3.212, 2.758, -1.399)  0.578
C (3.663, 1.195, -0.731)  -0.724
C (2.664, 0.385, -0.205)  -0.293
C (3.122, -0.842, 0.269)  -0.722
Cl (1.966, -1.991, 0.898)  0.631
C (4.460, -1.236, 0.253)  -0.720
Cl (4.958, -2.776, 0.869)  0.626
C (5.416, -0.374, -0.274)  -0.722
Cl (7.083, -0.834, -0.312)  0.632
C (5.014, 0.857, -0.780)  -0.723
Cl (6.199, 1.925, -1.455)  0.626


Entry 2:
The following is a quantum chemistry calculation of C21H14CdClF4N4O5 as an isolated structure, from the Open Molecules 2025 dataset.

## Properties
Total charge: -1
HOMO (Eh): -0.170
Max |F| (eV Å⁻¹): 0.33
2S+1: 1
Energy above the lowest of the compared OMol25 structures with the same formula, charge and spin (kJ/mol): 0.00

Last column: Löwdin charge in e.
Positions of all 50 atoms, in Å:
Cd (-1.885, -1.007, 0.209)  1.474
C (1.129, -2.757, 1.038)  -0.015
C (1.079, -1.326, 0.540)  -0.298
C (0.559, -1.485, -0.869)  -0.079
C (0.304, -2.779, -1.102)  -0.058
C (0.680, -3.576, 0.088)  -0.059
H (1.467, -3.043, 2.020)  0.106
H (2.050, -0.821, 0.551)  0.125
H (0.464, -0.658, -1.560)  0.106
H (-0.085, -3.190, -2.023)  0.111
H (0.586, -4.649, 0.157)  0.106
O (-3.217, -2.088, 3.774)  -0.305
Cl (-3.515, -2.139, 2.384)  0.665
O (-4.737, -2.807, 2.118)  -0.287
O (-2.401, -2.796, 1.662)  -0.447
O (-3.552, -0.769, 1.825)  -0.450
C (-0.648, 1.150, 2.692)  -0.020
C (0.366, 0.024, 2.569)  -0.571
C (1.788, 0.552, 2.634)  -0.026
C (0.123, -1.040, 3.630)  -0.015
O (0.090, -0.527, 1.227)  -0.208
H (-0.529, 1.644, 3.657)  0.096
H (-1.669, 0.762, 2.645)  0.069
H (-0.499, 1.881, 1.900)  0.078
H (1.904, 1.099, 3.571)  0.099
H (2.020, 1.218, 1.807)  0.063
H (2.523, -0.253, 2.636)  0.088
H (0.058, -0.557, 4.606)  0.098
H (0.939, -1.759, 3.676)  0.074
H (-0.811, -1.572, 3.459)  0.060
F (-1.451, 1.566, -0.535)  0.023
C (-0.640, 1.745, -1.621)  -0.182
C (0.691, 1.984, -1.374)  -0.177
F (1.065, 2.133, -0.088)  0.079
C (1.643, 2.077, -2.397)  -0.071
C (1.088, 2.048, -3.688)  -0.147
C (-0.255, 1.826, -3.923)  -0.153
F (-0.665, 1.715, -5.193)  0.109
C (-1.174, 1.622, -2.897)  -0.083
C (-2.555, 1.121, -3.071)  -0.220
C (-2.770, -0.029, -2.381)  -0.233
N (-2.751, -1.023, -1.743)  0.006
C (-3.582, 1.808, -3.754)  -0.230
N (-4.414, 2.380, -4.314)  0.113
F (1.899, 2.139, -4.750)  0.102
C (3.055, 2.118, -2.105)  -0.223
C (4.011, 2.682, -2.977)  -0.264
N (4.816, 3.150, -3.662)  0.102
C (3.518, 1.398, -0.988)  -0.248
N (3.888, 0.809, -0.059)  0.119


Entry 3:
The following is a quantum chemistry calculation of C21H14CeIN8O5S as an isolated structure at a distorted geometry, from the Open Molecules 2025 dataset.

## Properties
Total charge: +1
HOMO (alpha / beta) (Eh): -0.434 / -0.434
Max |F| (eV Å⁻¹): 4.24
2S+1: 1
Energy above the lowest of the compared OMol25 structures with the same formula, charge and spin (kJ/mol): 0.00

Last column: Löwdin charge in e.
Positions of all 51 atoms, in Å:
Ce (-0.421, 0.000, 0.098)  1.406
O (4.392, -3.804, -1.801)  0.200
C (3.443, -3.184, -1.367)  -0.215
C (3.303, -2.638, 0.052)  -0.207
O (4.098, -2.919, 0.957)  0.145
C (2.104, -1.765, 0.087)  -0.252
C (1.451, -2.074, -1.069)  -0.288
O (0.161, -1.725, -1.235)  -0.205
C (2.210, -2.764, -2.084)  -0.227
O (1.862, -2.740, -3.291)  0.093
O (1.650, -0.862, 0.896)  -0.104
N (1.124, 1.189, -4.135)  0.076
C (0.924, 0.266, -3.145)  -0.022
N (0.076, 0.845, -2.267)  0.016
C (-0.166, 2.086, -2.794)  -0.301
N (0.452, 2.339, -3.916)  0.160
C (-1.119, 2.969, -2.115)  -0.191
C (-1.452, 4.202, -2.706)  -0.034
N (-2.326, 5.016, -2.113)  0.109
C (-2.946, 4.539, -1.030)  -0.076
C (-2.585, 3.348, -0.437)  -0.108
N (-1.676, 2.573, -0.975)  0.084
H (1.733, 1.137, -4.935)  0.174
H (1.226, -0.766, -3.190)  0.112
H (-0.930, 4.612, -3.593)  0.137
H (-3.750, 5.177, -0.649)  0.127
H (-2.995, 2.917, 0.465)  0.056
I (4.906, 2.055, 0.966)  0.914
C (3.011, 2.034, 1.899)  -0.675
C (2.906, 1.589, 3.250)  -0.084
C (1.624, 1.533, 3.830)  -0.010
C (0.491, 1.803, 3.035)  -0.123
N (0.576, 2.142, 1.724)  -0.019
C (1.820, 2.280, 1.195)  -0.226
H (3.827, 1.390, 3.815)  0.113
H (1.522, 1.398, 4.909)  0.122
H (-0.532, 1.743, 3.344)  0.072
H (1.853, 2.803, 0.265)  0.100
C (-1.079, -4.051, 0.340)  0.007
C (-1.997, -3.143, 1.132)  -0.261
C (-3.006, -3.788, 1.851)  -0.004
C (-3.958, -2.936, 2.388)  -0.083
N (-3.918, -1.602, 2.271)  0.067
C (-2.857, -1.028, 1.722)  -0.806
S (-2.719, 0.697, 1.841)  0.719
N (-1.889, -1.786, 1.094)  -0.033
H (-1.643, -4.954, 0.081)  0.097
H (-0.202, -4.333, 0.983)  0.124
H (-0.736, -3.525, -0.514)  0.045
H (-3.012, -4.902, 1.959)  0.142
H (-4.830, -3.391, 2.912)  0.135